Run i
ORCA calculation (ωB97M-V/def2-TZVPD) on a molecular structure, C3H7N5.

Computed properties:
- Spin multiplicity: 1
- E_HOMO: -6.395 eV
- Charge: 0

Last column: Löwdin charge in e.
Positions of all 15 atoms, in Å:
N  0.469  -1.418  -0.185  0.077
C  -0.783  -0.392  -1.254  -0.311
C  0.379  -0.474  0.761  -0.447
C  -0.417  0.619  0.374  -0.378
N  -0.596  -0.636  -2.540  0.167
N  1.138  -0.451  1.918  0.110
N  -0.362  1.884  0.974  0.056
N  -1.516  0.329  -0.537  0.131
H  0.670  -2.345  0.188  0.066
H  -0.980  -0.011  -3.235  0.116
H  0.204  -1.204  -2.778  0.104
H  1.198  0.445  2.382  0.078
H  1.817  -1.136  2.209  0.084
H  0.042  2.611  0.397  0.073
H  -1.264  2.178  1.328  0.074

=====

Run ii
ORCA calculation (ωB97M-V/def2-TZVPD) on C3H7N5 in the gas phase.

Computed properties:
- Spin multiplicity: 1
- E_HOMO (spin up / spin down): -7.488 / -7.487 eV
- Charge: 0

Last column: Löwdin charge in e.
Positions of all 15 atoms, in Å:
C  0.719  0.788  0.639  -0.533
C  1.693  -1.521  0.011  0.007
C  -2.514  0.669  -0.641  0.009
N  -0.492  1.332  0.523  0.148
N  -0.574  -0.672  -0.430  0.142
N  1.721  1.519  1.109  0.039
N  0.667  -0.482  0.105  -0.097
N  -1.192  0.472  -0.138  -0.237
H  1.197  -2.253  -0.510  0.053
H  2.584  -1.182  -0.444  0.073
H  1.941  -1.807  1.063  0.111
H  -3.339  0.175  -0.003  0.136
H  -2.512  0.126  -1.478  0.038
H  -2.632  1.677  -0.864  0.077
H  2.734  1.159  1.056  0.033

=====

Run iii
ORCA calculation (ωB97M-V/def2-TZVPD) on C3H7N5 in the gas phase.

Computed properties:
- Spin multiplicity: 1
- E_HOMO: -9.244 eV
- Charge: 0

Last column: Löwdin charge in e.
Positions of all 15 atoms, in Å:
H  2.366  0.974  -0.652  0.045
N  2.251  0.021  -0.456  0.192
C  1.182  -0.354  -0.049  -0.372
N  0.816  -1.757  0.274  0.056
N  -0.677  -1.860  0.221  0.022
C  -1.056  -0.468  0.143  -0.453
N  -2.070  -0.176  -0.576  0.141
H  -2.146  0.814  -0.448  0.017
C  0.032  0.471  0.492  -0.323
N  -0.145  1.801  0.049  0.079
H  1.224  -2.242  -0.409  0.049
H  -1.166  -2.003  -0.905  0.223
H  -0.116  0.297  1.557  0.163
H  -1.074  2.117  0.422  0.114
H  0.579  2.364  0.336  0.048

=====

Run iv
ORCA calculation (ωB97M-V/def2-TZVPD) on C3H7N5 in the gas phase.

Computed properties:
- Spin multiplicity: 1
- E_HOMO: -9.525 eV
- Charge: 0

Last column: Löwdin charge in e.
Positions of all 15 atoms, in Å:
C  0.163  0.077  -2.158  -0.043
N  0.280  0.782  -1.088  -0.174
N  -0.446  1.964  -0.926  0.049
C  -0.994  1.823  0.236  -0.237
N  -1.510  0.652  0.835  0.078
C  -0.738  -0.270  1.176  -0.296
N  0.656  -0.168  1.284  -0.010
N  1.096  -1.764  1.279  -0.054
H  -0.816  0.312  -2.878  0.121
H  0.780  -0.915  -2.439  0.105
H  -1.709  2.600  0.767  0.142
H  -1.019  -1.067  1.785  0.094
H  0.962  0.024  0.306  0.041
H  0.934  -2.241  0.394  0.006
H  2.360  -1.810  1.427  0.177

=====

Stability check: which of them is least stable? run iv.

=====

Run i
ORCA calculation (ωB97M-V/def2-TZVPD) on C3H7N5 in the gas phase.

Computed properties:
- Spin multiplicity: 1
- E_HOMO: -8.025 eV
- Charge: 0

Last column: Löwdin charge in e.
Positions of all 15 atoms, in Å:
N  2.352  -0.130  1.242  -0.109
N  1.893  -0.171  -0.073  -0.105
C  0.502  0.053  -0.253  -0.336
N  -0.285  -0.626  -1.145  0.021
C  -1.633  -0.325  -1.276  -0.273
C  -2.223  0.374  -0.015  -0.108
N  -1.437  0.963  0.783  0.025
N  -0.114  1.007  0.510  0.028
H  3.547  -0.227  1.491  0.189
H  1.821  -0.909  1.848  0.119
H  2.282  -0.977  -0.636  0.145
H  -1.819  0.380  -2.212  0.130
H  -2.013  -1.218  -1.768  0.088
H  -3.228  0.274  0.341  0.091
H  0.354  1.531  1.164  0.095

=====

Run ii
ORCA calculation (ωB97M-V/def2-TZVPD) on a molecular structure, C3H7N5.

Computed properties:
- Spin multiplicity: 1
- E_HOMO: -9.108 eV
- Charge: 0

Last column: Löwdin charge in e.
Positions of all 15 atoms, in Å:
C  0.990  -0.666  0.739  -0.341
C  -0.769  -1.156  -0.596  -0.250
C  -1.737  1.055  0.297  -0.281
H  3.242  1.506  -0.134  0.172
H  2.619  -0.057  -1.264  0.118
H  0.290  -1.285  1.503  0.159
H  -1.247  -1.761  -1.517  0.148
H  -2.659  -1.311  0.855  0.282
H  -2.585  1.468  0.765  0.068
H  -0.164  1.170  -0.620  -0.006
N  2.316  0.726  -0.472  -0.103
N  1.957  0.125  0.882  -0.028
N  0.443  -1.250  -0.398  0.033
N  -1.826  -0.430  0.262  -0.055
N  -0.870  1.867  -0.301  0.083

=====

Stability check: which of them is least stable? run ii.

=====

Run i
ORCA calculation (ωB97M-V/def2-TZVPD) on C3H7N5 in the gas phase.

Computed properties:
- Spin multiplicity: 1
- E_HOMO: -8.853 eV
- Charge: 0

Last column: Löwdin charge in e.
Positions of all 15 atoms, in Å:
C  -1.601  1.081  0.335  -0.152
N  -0.821  0.178  -0.453  -0.089
N  -1.635  -1.215  -0.133  0.110
C  0.537  0.147  -0.162  -0.392
N  1.384  1.132  -0.385  0.124
C  2.567  0.630  -0.129  -0.255
N  2.534  -0.654  0.085  0.013
N  1.272  -0.971  0.105  0.029
H  -2.462  1.412  -0.314  0.074
H  -2.240  0.512  1.158  0.104
H  -1.013  2.063  0.616  0.116
H  -1.917  -1.589  -0.974  0.033
H  -1.049  -1.880  0.266  0.012
H  3.535  1.100  -0.250  0.107
H  0.909  -1.945  0.234  0.167

=====

Run ii
ORCA calculation (ωB97M-V/def2-TZVPD) on 2 unconnected molecules or ions with the total composition C3H7N5.

Computed properties:
- Spin multiplicity: 1
- E_HOMO: -9.198 eV
- Charge: 0

Last column: Löwdin charge in e.
Positions of all 15 atoms, in Å:
C  -1.628  -0.669  0.326  -0.336
C  -1.468  0.253  -1.857  -0.127
C  1.523  1.047  1.344  -0.099
N  2.576  -1.774  -0.530  0.151
N  2.352  -0.828  0.038  -0.272
N  -1.951  -1.088  1.408  0.167
N  -1.031  -0.199  -0.587  0.018
N  2.376  0.241  0.514  -0.012
H  -1.679  1.396  -1.972  0.110
H  -0.497  0.203  -2.470  0.092
H  -2.203  -0.410  -2.267  0.065
H  1.744  2.158  1.139  0.103
H  0.515  0.997  1.005  0.021
H  1.555  0.688  2.390  0.084
H  -2.184  -2.016  1.519  0.035

=====

Stability check: which of them is least stable? run ii.

=====

Run i
ORCA calculation (ωB97M-V/def2-TZVPD) on CH6P2S in the gas phase.

Computed properties:
- Spin multiplicity: 1
- E_HOMO: -9.076 eV
- Charge: 0

Last column: Löwdin charge in e.
Positions of all 10 atoms, in Å:
P  -0.525  1.031  0.662  0.670
C  -0.262  -0.017  -0.817  -0.856
P  0.933  -1.434  -0.446  0.504
S  1.190  -1.310  1.755  0.122
H  -0.794  -0.003  1.660  -0.155
H  -1.808  1.149  0.233  -0.148
H  0.212  0.487  -1.633  -0.002
H  -1.159  -0.687  -1.192  0.053
H  2.047  -0.485  -0.239  -0.100
H  0.486  -2.386  2.610  -0.087

=====

Run ii
ORCA calculation (ωB97M-V/def2-TZVPD) on CH6P2S in the gas phase.

Computed properties:
- Spin multiplicity: 1
- E_HOMO: -8.833 eV
- Charge: 0

Last column: Löwdin charge in e.
Positions of all 10 atoms, in Å:
P  -2.081  -0.454  0.007  0.728
C  -0.248  -0.787  0.055  -0.795
P  1.118  0.442  -0.097  0.211
S  2.913  -0.291  0.178  0.065
H  -1.947  0.393  -1.278  -0.073
H  -1.768  0.758  0.811  -0.102
H  0.055  -1.629  -0.483  -0.011
H  0.239  -1.003  1.092  0.049
H  0.972  1.243  -1.224  -0.043
H  0.747  1.329  0.939  -0.029

=====

Stability check: which of them is least stable? run i.

=====

Run i
ORCA calculation (ωB97M-V/def2-TZVPD) on CH6P2S in the gas phase.

Computed properties:
- Spin multiplicity: 1
- E_HOMO: -9.088 eV
- Charge: 0

Last column: Löwdin charge in e.
Positions of all 10 atoms, in Å:
P  -1.140  0.261  -1.084  0.654
C  0.629  -0.274  -0.779  -0.836
P  1.468  0.148  0.877  0.577
S  -0.364  0.706  2.187  0.198
H  -1.783  -0.862  -0.344  -0.085
H  -1.120  -0.580  -2.211  -0.128
H  1.238  0.128  -1.639  0.039
H  0.444  -1.260  -1.115  -0.030
H  1.472  1.527  0.768  -0.146
H  -0.845  0.207  3.340  -0.243

=====

Run ii
ORCA calculation (ωB97M-V/def2-TZVPD) on CH6P2S in the gas phase.

Computed properties:
- Spin multiplicity: 1
- E_HOMO: -7.182 eV
- Charge: 0

Last column: Löwdin charge in e.
Positions of all 10 atoms, in Å:
C  1.449  0.747  -0.139  -0.402
P  -2.562  0.522  -0.280  0.241
P  1.151  -1.169  0.083  0.615
S  -1.276  -1.081  -0.129  0.068
H  1.449  0.738  -1.187  -0.031
H  2.382  1.015  0.338  0.007
H  0.549  1.371  0.274  0.035
H  -3.028  0.557  1.020  -0.276
H  1.290  -1.305  1.487  -0.144
H  -1.404  -1.394  -1.467  -0.114

=====

Run iii
ORCA calculation (ωB97M-V/def2-TZVPD) on CH6P2S in the gas phase.

Computed properties:
- Spin multiplicity: 1
- E_HOMO: -8.975 eV
- Charge: 0

Last column: Löwdin charge in e.
Positions of all 10 atoms, in Å:
P  -1.649  0.142  0.617  0.692
C  -0.147  -0.782  0.117  -0.793
P  1.224  0.399  0.058  0.135
S  3.039  -0.254  0.367  0.056
H  -2.318  -0.562  -0.385  -0.126
H  -1.843  1.317  -0.305  -0.078
H  -0.260  -1.337  -0.800  0.036
H  0.236  -1.382  0.947  0.025
H  0.951  0.867  -1.526  0.050
H  0.766  1.593  0.910  0.003

=====

Stability check: which of them is least stable? run ii.